Molecular formula: C5H9NO
Method: DFT, ωB97M-V/def2-TZVPD

Values from the calculation:
- charge = 0
- LUMO energy (eV) = 0.4

Cartesian coordinates (Å):
C1 0.996 1.039 2.364
C2 1.151 -0.274 -0.962
C3 -0.185 0.483 -0.999
C4 0.516 0.212 0.264
C5 -1.452 -0.228 -1.292
N1 0.886 1.031 1.149
O1 -0.857 -1.237 1.141
H1 1.539 1.807 2.916
H2 0.419 0.261 2.846
H3 1.199 -1.389 -1.142
H4 2.043 0.208 -1.393
H5 -0.119 1.458 -1.349
H6 -1.874 -0.021 -2.224
H7 -2.176 -0.089 -0.457
H8 -1.325 -1.335 -1.296
H9 -0.761 -1.925 0.433

***

Molecular formula: C5H9NO
Method: DFT, ωB97M-V/def2-TZVPD

Values from the calculation:
- structure (SMILES) = CC(C)=C=NCO
- charge = 0
- LUMO energy (eV) = 0.8

Cartesian coordinates (Å):
C1 0.555 1.933 0.179
C2 0.911 0.468 0.132
C3 1.724 -0.056 -1.023
C4 -1.630 -1.133 0.528
O1 -2.678 -1.984 0.830
C5 0.347 -0.373 0.967
N1 -0.469 -1.143 1.484
H1 0.034 2.203 -0.750
H2 -0.112 2.161 1.016
H3 1.440 2.574 0.254
H4 2.721 0.394 -1.063
H5 1.219 0.192 -1.966
H6 1.835 -1.144 -0.976
H7 -1.211 -1.348 -0.465
H8 -2.020 -0.112 0.549
H9 -2.552 -2.796 0.327

***

Molecular formula: C5H9NO
Method: DFT, ωB97M-V/def2-TZVPD

Values from the calculation:
- charge = 0
- LUMO energy (spin up / spin down) (eV) = -0.5 / -0.1

Cartesian coordinates (Å):
C1 -0.105 -0.196 -0.261
C2 0.880 0.823 0.380
C3 0.520 0.864 1.722
C4 -0.510 -1.489 0.386
C5 -0.965 0.370 -1.346
N1 1.618 -0.288 -0.573
O1 2.366 0.296 -1.364
H1 0.911 1.784 -0.133
H2 0.528 -0.002 2.367
H3 0.192 1.800 2.156
H4 -1.466 -1.406 0.915
H5 -1.350 1.371 -1.128
H6 0.242 -1.866 1.079
H7 -0.624 -2.240 -0.403
H8 -0.390 0.428 -2.278
H9 -1.848 -0.249 -1.519

***

Molecular formula: C5H9NO
Method: DFT, ωB97M-V/def2-TZVPD

Values from the calculation:
- structure (SMILES) = O=N[C@@]12CC[C@@H]1C2.[H][H]
- charge = 0
- LUMO energy (eV) = 0.3

Cartesian coordinates (Å):
C1 0.204 0.671 1.421
C2 1.353 0.474 0.509
C3 1.436 -0.972 0.016
C4 -0.004 -0.869 -0.564
C5 -0.076 0.559 -0.055
N1 -0.547 1.713 -0.731
O1 -1.130 1.471 -1.768
H1 -0.145 -0.138 2.063
H2 -2.864 -0.054 -0.783
H3 0.084 1.674 1.821
H4 2.123 1.228 0.387
H5 2.191 -1.112 -0.762
H6 1.592 -1.717 0.803
H7 -0.756 -1.555 -0.163
H8 -0.032 -0.901 -1.655
H9 -3.430 -0.471 -0.538

***

Molecular formula: C5H9NO
Method: DFT, ωB97M-V/def2-TZVPD

Values from the calculation:
- structure (SMILES) = C[C@@]1(O)CN2C[C@H]21
- charge = 0
- LUMO energy (eV) = 1.0

Cartesian coordinates (Å):
C1 -1.523 0.294 -0.745
C2 -0.219 -0.435 -0.510
O1 -0.291 -1.559 -1.366
C3 1.058 0.426 -0.622
N1 1.480 0.135 0.759
C4 0.490 0.580 1.734
C5 0.262 -0.696 0.982
H1 -1.578 1.197 -0.133
H2 -2.367 -0.362 -0.526
H3 -1.595 0.584 -1.800
H4 0.548 -2.037 -1.406
H5 0.919 1.492 -0.838
H6 1.820 0.008 -1.283
H7 -0.275 1.352 1.621
H8 1.028 0.704 2.682
H9 0.242 -1.681 1.453

***

Molecular formula: C5H9NO
Method: DFT, ωB97M-V/def2-TZVPD

Values from the calculation:
- structure (SMILES) = CC1(C)CNC1=O
- charge = 0
- LUMO energy (eV) = 0.9

Cartesian coordinates (Å):
C1 -0.035 -1.511 0.708
C2 -0.069 -0.092 0.154
C3 -0.921 0.851 1.013
C4 1.301 0.425 -0.380
N1 0.717 0.437 -1.725
C5 -0.537 0.079 -1.304
O1 -1.613 0.048 -1.847
H1 -1.046 -1.864 0.931
H2 0.538 -1.531 1.644
H3 0.432 -2.212 0.006
H4 -1.006 0.505 2.049
H5 -1.927 0.862 0.578
H6 -0.533 1.877 1.001
H7 1.597 1.412 -0.013
H8 2.139 -0.274 -0.279
H9 0.963 0.989 -2.537

***

Molecular formula: C5H9NO
Method: DFT, ωB97M-V/def2-TZVPD

Values from the calculation:
- structure (SMILES) = Cc1ccc[nH]1.O
- charge = 0
- LUMO energy (eV) = 0.9

Cartesian coordinates (Å):
C1 0.837 -0.952 1.374
C2 -0.273 -1.614 0.969
N1 -1.075 -0.711 0.285
C3 -0.410 0.477 0.168
C4 0.756 0.408 0.880
C5 -1.089 1.703 -0.345
H1 1.706 -1.287 1.917
H2 -0.643 -2.612 1.130
H3 -1.896 -0.974 -0.228
H4 1.631 1.031 0.942
H5 -2.101 1.520 -0.708
H6 -1.091 2.530 0.367
H7 -0.565 2.171 -1.188
H8 1.984 -0.067 -2.410
H9 0.688 -0.095 -1.616
O1 1.157 0.410 -2.297

***

Molecular formula: C5H9NO
Method: DFT, ωB97M-V/def2-TZVPD

Values from the calculation:
- charge = 0
- LUMO energy (eV) = 1.0

Cartesian coordinates (Å):
C1 1.024 0.049 0.930
C2 -0.072 0.052 -1.904
C3 -1.297 -0.500 -1.036
C4 -0.439 0.636 -0.584
C5 0.245 -0.869 1.910
N1 2.119 0.594 0.729
O1 -0.927 1.904 -0.392
H1 0.827 -0.440 -1.930
H2 -0.455 0.629 -2.760
H3 -2.256 -0.285 -1.348
H4 -1.355 -1.451 -0.663
H5 0.916 -1.361 2.626
H6 -0.328 -1.589 1.318
H7 -0.522 -0.232 2.358
H8 2.752 0.318 1.485
H9 -0.232 2.545 -0.738

***

Molecular formula: C5H9NO
Method: DFT, ωB97M-V/def2-TZVPD

Values from the calculation:
- structure (SMILES) = CC(C)(C#N)CO
- charge = 0
- LUMO energy (eV) = 0.5

Cartesian coordinates (Å):
C1 -1.109 -0.906 0.715
C2 -0.264 0.197 0.049
C3 -0.342 0.103 -1.483
C4 1.166 0.024 0.533
O1 1.758 -1.158 0.030
C5 -0.717 1.522 0.506
N1 -1.051 2.566 0.871
H1 -0.714 -1.884 0.419
H2 -1.078 -0.826 1.808
H3 -2.151 -0.828 0.391
H4 -1.381 0.190 -1.818
H5 0.060 -0.865 -1.796
H6 0.243 0.899 -1.959
H7 1.805 1.078 0.094
H8 1.278 0.163 1.621
H9 2.497 -0.277 0.020

***

Molecular formula: C5H9NO
Method: DFT, ωB97M-V/def2-TZVPD

Values from the calculation:
- structure (SMILES) = C[C@H](C#N)CCO
- charge = 0
- LUMO energy (eV) = 0.8

Cartesian coordinates (Å):
C1 0.050 1.730 1.217
C2 -0.255 0.480 0.398
C3 0.866 -0.060 -0.460
C4 0.213 -1.149 -1.531
O1 -1.171 -1.381 -1.470
C5 -0.768 -0.604 1.263
N1 -1.170 -1.464 1.926
H1 0.397 2.527 0.552
H2 0.814 1.557 1.982
H3 -0.863 2.069 1.714
H4 -1.059 0.685 -0.312
H5 1.356 0.686 -1.078
H6 1.685 -0.449 0.204
H7 0.910 -1.747 -1.000
H8 0.398 -0.791 -2.545
H9 -1.402 -2.092 -0.859

***

Molecular formula: C5H9NO
Method: DFT, ωB97M-V/def2-TZVPD

Values from the calculation:
- charge = 0
- LUMO energy (eV) = 0.3

Cartesian coordinates (Å):
N1 2.691 0.698 -0.536
C1 1.460 0.462 -0.282
C2 0.964 -0.898 -0.117
C3 -0.458 -1.198 -0.051
C4 -1.373 -0.033 -0.346
C5 -0.767 1.221 0.280
O1 0.536 1.503 -0.239
H1 2.826 1.703 -0.685
H2 1.681 -1.707 -0.219
H3 0.106 -1.177 1.078
H4 -1.001 -1.444 1.441
H5 -0.771 -2.193 -0.364
H6 -1.414 0.079 -1.439
H7 -2.386 -0.213 0.034
H8 -0.722 1.088 1.375
H9 -1.373 2.109 0.070

***

Molecular formula: C5H9NO
Method: DFT, ωB97M-V/def2-TZVPD

Values from the calculation:
- structure (SMILES) = CC(=O)[C@@H]1CN1C
- charge = 0
- LUMO energy (eV) = 0.9

Cartesian coordinates (Å):
C1 -0.368 -2.452 -0.858
N1 -0.395 -1.080 -0.260
C2 -0.418 0.070 -1.091
C3 0.716 -0.036 -0.186
C4 0.504 1.395 0.424
O1 1.110 2.207 -0.258
C5 -0.023 1.784 1.798
H1 -1.239 -3.028 -0.494
H2 0.527 -3.014 -0.574
H3 -0.427 -2.459 -1.959
H4 -0.554 0.057 -2.174
H5 -0.900 1.122 -0.453
H6 1.762 -0.259 -0.372
H7 0.287 2.824 1.934
H8 -1.096 1.710 2.006
H9 0.514 1.158 2.518

***

Molecular formula: C5H9NO
Method: DFT, ωB97M-V/def2-TZVPD

Values from the calculation:
- structure (SMILES) = CC(=O)[C@@H]1CN1C
- charge = 0
- LUMO energy (eV) = 1.0

Cartesian coordinates (Å):
C1 -0.972 1.834 1.251
N1 -0.601 0.498 0.794
C2 0.637 -0.304 1.069
C3 0.343 0.492 -0.237
C4 0.735 -0.683 -1.005
O1 1.958 -0.874 -0.987
C5 -0.296 -1.626 -1.526
H1 -1.874 1.789 1.867
H2 -1.207 2.423 0.357
H3 -0.166 2.328 1.801
H4 1.798 -0.334 0.651
H5 0.293 -1.339 1.150
H6 1.046 1.333 -0.263
H7 0.159 -2.593 -1.740
H8 -1.074 -1.720 -0.762
H9 -0.779 -1.224 -2.421

***

Molecular formula: C5H9NO
Method: DFT, ωB97M-V/def2-TZVPD

Values from the calculation:
- structure (SMILES) = Cc1ccc[nH]1.O
- charge = 0
- LUMO energy (eV) = 0.9

Cartesian coordinates (Å):
C1 -0.822 0.806 1.679
C2 0.415 1.276 1.176
N1 0.898 0.307 0.266
C3 0.033 -0.667 0.121
C4 -1.087 -0.382 1.074
C5 0.154 -1.884 -0.704
H1 -1.389 1.233 2.658
H2 0.982 2.110 1.485
H3 1.814 0.503 -0.056
H4 -1.898 -0.911 1.300
H5 -0.819 -1.914 -1.166
H6 0.821 -1.953 -1.722
H7 0.419 -2.725 0.018
H8 0.387 1.829 -1.451
H9 -0.417 0.973 -2.418
O1 0.509 1.401 -2.259

***

Molecular formula: C5H9NO
Method: DFT, ωB97M-V/def2-TZVPD

Values from the calculation:
- charge = 0
- LUMO energy (spin up / spin down) (eV) = 0.2 / 0.2

Cartesian coordinates (Å):
C1 2.243 0.125 0.099
C2 0.834 -0.353 0.154
C3 -0.123 -0.763 -0.939
N1 -1.175 -0.505 0.067
C4 -2.274 0.130 -0.047
C5 -0.101 -0.349 1.178
O1 -0.348 -0.161 2.346
H1 2.962 -0.698 0.016
H2 2.483 0.690 1.005
H3 2.411 0.792 -0.757
H4 -0.089 1.655 -0.190
H5 -0.228 -0.101 -1.814
H6 -0.110 -1.810 -1.264
H7 -0.742 1.951 -0.424
H8 -2.740 0.277 -1.018
H9 -2.701 0.553 0.861

***

Molecular formula: C5H9NO
Method: DFT, ωB97M-V/def2-TZVPD

Values from the calculation:
- charge = 0
- LUMO energy (eV) = 0.1

Cartesian coordinates (Å):
C1 3.103 -0.815 1.664
C2 -1.351 -0.857 -1.405
C3 -0.021 -0.930 0.027
C4 0.674 1.532 0.369
C5 1.101 0.122 -0.126
N1 4.212 -0.520 1.731
O1 2.245 0.036 -0.595
H1 -1.657 -0.216 -2.262
H2 -1.294 -1.892 -1.873
H3 -2.133 -1.117 -0.654
H4 0.449 -1.888 -0.294
H5 -0.621 -0.983 0.844
H6 2.042 -0.818 1.635
H7 -0.009 1.539 1.281
H8 1.374 2.345 0.271
H9 -0.008 1.666 -0.591

***

E_tot
In order: -325.732520, -325.837032, -325.674721, -325.742546, -325.821960, -325.906931, -325.898710, -325.758089, -325.814154, -325.849220, -325.730320, -325.751292, -325.730816, -325.841280, -325.782517, -325.758506
Unit: Eh
Energy above the lowest of the compared OMol25 structures with the same formula, charge and spin
In order: 128.66, 63.08, 164.93, 122.37, 72.54, 19.22, 24.38, 112.62, 77.43, 55.43, 130.04, 116.88, 129.73, 60.41, 97.29, 112.35
Unit: kcal/mol